# 1
Computed, not measured: C24H27N3O4S as an isolated structure, with ωB97M-V with the def2-TZVPD basis set.

Results
- frontier orbital gap (hartree) = 0.288
- net charge = 0

Atoms and positions in Å:
C: -0.823 -0.679 -5.856
H: -0.141 0.154 -5.951
H: -1.834 -0.104 -5.592
H: -1.036 -0.968 -6.836
C: -0.352 -1.525 -4.801
N: 0.019 -1.234 -3.516
C: 1.335 -1.044 -3.139
C: 1.675 -0.262 -2.171
C: 0.749 0.023 -1.133
O: 0.932 0.457 0.051
C: -0.638 -0.469 -1.632
C: -1.589 -0.083 -0.614
C: -3.014 -0.287 -0.620
C: -3.375 -1.021 -2.083
C: -2.382 -1.089 -2.973
C: -0.960 -1.063 -2.636
H: -2.723 -1.637 -3.735
H: -4.350 -1.235 -2.132
S: -4.423 -0.092 0.296
O: -4.959 -1.498 0.614
O: -5.039 1.062 -0.125
N: -3.343 0.142 1.718
C: -3.444 1.657 1.997
H: -2.357 1.935 2.007
H: -4.079 2.450 1.139
C: -4.083 1.881 3.505
H: -4.703 2.749 3.788
H: -3.225 2.037 4.064
C: -4.568 0.424 3.856
H: -5.694 0.439 3.449
H: -4.701 0.296 4.739
C: -3.734 -0.294 2.987
H: -2.857 -0.656 3.488
H: -4.218 -1.310 2.844
H: -1.354 0.258 0.526
C: 3.087 -0.252 -2.176
O: 3.871 -0.358 -2.918
N: 3.525 0.177 -0.815
C: 4.913 0.600 -0.533
H: 5.614 0.242 -1.472
H: 4.990 1.541 -0.125
C: 5.422 -0.502 0.687
C: 4.542 0.084 1.946
C: 3.310 -0.564 2.303
C: 2.550 -0.143 3.142
C: 2.672 0.874 4.112
C: 3.934 1.506 3.919
C: 4.686 1.148 2.891
H: 5.699 1.762 2.430
H: 4.439 2.279 4.379
H: 2.169 1.177 4.817
H: 1.499 -0.689 3.355
H: 2.764 -1.314 1.453
H: 6.278 -0.179 1.034
H: 5.017 -1.400 0.537
H: 2.760 0.413 -0.204
H: 2.011 -1.050 -4.003
H: 0.663 -2.227 -5.323
H: -1.126 -2.537 -4.960


# 2
Computed, not measured: C22H27BF4MnN2O11P2S as an isolated structure, with ωB97M-V with the def2-TZVPD basis set.

Results
- frontier orbital gap (spin up / spin down) (hartree) = 0.251 / 0.273
- multiplicity = 6
- net charge = -2

Atoms and positions in Å:
Mn: -0.667 -0.199 -0.127
O: -0.759 -2.009 3.630
C: -0.185 -1.410 2.719
O: -0.495 -1.459 1.478
C: 1.066 -0.598 3.118
C: 2.322 -0.981 2.305
C: 3.572 -0.711 3.158
C: 3.595 0.844 3.156
C: 2.406 1.163 2.226
O: 2.440 0.056 1.320
C: 1.080 0.964 2.984
C: -0.073 1.715 2.280
O: -0.680 2.544 2.962
O: -0.250 1.490 1.033
H: 1.223 -0.860 4.162
H: 2.276 -1.952 1.820
H: 4.458 -1.119 2.668
H: 3.493 -1.145 4.155
H: 4.529 1.230 2.743
H: 3.453 1.277 4.147
H: 2.478 2.099 1.677
H: 1.136 1.417 3.971
N: -3.581 0.207 -3.669
C: -3.782 1.031 -2.412
C: -4.983 1.945 -2.634
P: -2.194 1.987 -2.373
O: -2.355 2.996 -1.144
O: -2.190 2.712 -3.686
O: -1.109 0.983 -2.105
P: -4.004 -0.066 -0.912
O: -3.801 -1.529 -1.591
O: -5.404 0.088 -0.461
O: -2.832 0.256 -0.026
H: -4.448 -0.225 -3.973
H: -2.892 -0.552 -3.542
H: -3.215 0.847 -4.384
H: -4.805 2.621 -3.476
H: -5.147 2.539 -1.738
H: -5.892 1.357 -2.794
H: -2.134 2.526 -0.312
H: -2.899 -1.875 -1.452
F: -1.101 -2.114 -1.706
B: -0.968 -2.809 -2.955
F: -1.484 -4.099 -2.827
F: -1.727 -2.083 -3.940
F: 0.381 -2.828 -3.333
N: 1.253 -0.371 -1.288
S: 1.350 0.085 -2.783
C: 2.945 -0.511 -3.404
C: 3.576 0.064 -4.499
C: 4.764 -0.477 -4.969
C: 5.316 -1.594 -4.353
C: 4.671 -2.171 -3.269
C: 3.478 -1.636 -2.796
C: 1.707 1.852 -2.848
C: 2.647 2.405 -1.992
C: 2.873 3.771 -2.024
C: 2.150 4.576 -2.899
C: 1.190 4.016 -3.729
C: 0.958 2.645 -3.701
H: 2.058 -0.116 -0.721
H: 3.152 0.943 -4.973
H: 5.264 -0.022 -5.816
H: 6.247 -2.011 -4.718
H: 5.090 -3.049 -2.793
H: 2.941 -2.079 -1.964
H: 3.182 1.775 -1.289
H: 3.597 4.213 -1.350
H: 2.315 5.647 -2.908
H: 0.586 4.647 -4.370
H: 0.154 2.206 -4.283


# 3
Computed, not measured: C44H30N7O7ReS5 as an isolated structure, with ωB97M-V with the def2-TZVPD basis set.

Results
- frontier orbital gap (spin up / spin down) (hartree) = 0.179 / 0.157
- multiplicity = 4
- net charge = -1

Atoms and positions in Å:
Re: 0.274 0.822 0.574
O: -0.347 -0.228 4.375
C: -0.646 -0.270 3.206
O: 0.290 -0.206 2.257
C: -2.053 -0.422 2.748
C: -3.003 -0.707 3.714
C: -4.315 -0.905 3.345
C: -4.708 -0.852 2.022
C: -3.763 -0.580 1.063
C: -2.415 -0.309 1.390
O: -1.580 0.057 0.451
N: -4.242 -0.558 -0.337
O: -3.459 -0.806 -1.218
O: -5.421 -0.277 -0.501
N: -5.324 -1.175 4.378
O: -4.964 -1.145 5.539
O: -6.462 -1.398 4.012
H: -2.697 -0.778 4.748
H: -5.734 -1.024 1.735
S: 3.133 1.082 -0.773
C: 3.178 1.674 0.804
C: 4.326 2.203 1.454
C: 4.248 2.656 2.736
C: 3.025 2.596 3.434
C: 1.950 2.068 2.787
N: 2.018 1.625 1.505
H: 5.250 2.224 0.895
H: 5.130 3.053 3.224
H: 2.932 2.926 4.458
H: 1.000 1.946 3.290
S: -1.509 -9.168 0.483
C: -1.090 -7.557 0.267
S: -2.105 -6.268 0.801
C: -1.021 -5.053 0.134
N: 0.017 -5.597 -0.437
N: -0.027 -6.991 -0.345
C: 1.063 -7.644 -0.986
C: 1.706 -6.979 -2.029
C: 2.780 -7.571 -2.670
C: 3.235 -8.825 -2.282
C: 2.600 -9.473 -1.234
C: 1.521 -8.892 -0.581
S: -1.364 -3.396 0.277
H: 1.356 -5.998 -2.312
H: 3.267 -7.043 -3.481
H: 4.072 -9.288 -2.788
H: 2.946 -10.445 -0.906
H: 1.040 -9.402 0.237
S: -0.508 7.063 -1.593
C: -0.218 5.418 -1.002
C: -0.786 4.944 0.179
C: -0.547 3.643 0.544
N: 0.193 2.802 -0.202
C: 0.742 3.253 -1.334
C: 0.562 4.560 -1.755
C: -0.462 7.950 -0.049
C: 0.730 8.105 0.644
C: 0.710 8.810 1.837
N: -0.389 9.359 2.354
C: -1.521 9.213 1.672
C: -1.613 8.519 0.473
H: -1.404 5.571 0.806
H: -0.979 3.233 1.451
H: 1.356 2.551 -1.874
H: 1.028 4.886 -2.675
H: 1.650 7.681 0.265
H: 1.624 8.944 2.404
H: -2.405 9.665 2.107
H: -2.559 8.429 -0.044
C: 3.270 -3.811 -0.494
C: 2.593 -3.013 0.417
C: 1.688 -2.069 -0.030
C: 1.447 -1.887 -1.388
C: 2.125 -2.706 -2.290
C: 3.037 -3.654 -1.852
C: 0.532 -0.887 -1.946
C: 0.030 0.256 -1.455
C: -0.797 1.094 -2.376
C: -1.965 1.765 -2.006
C: -2.641 2.581 -2.901
C: -2.172 2.754 -4.196
C: -1.011 2.099 -4.583
C: -0.333 1.291 -3.682
H: 3.956 -4.573 -0.146
H: 2.748 -3.143 1.480
H: 1.120 -1.533 0.718
H: 1.930 -2.595 -3.350
H: 3.549 -4.285 -2.567
H: 0.229 -1.123 -2.966
H: -2.359 1.637 -1.010
H: -3.552 3.072 -2.583
H: -2.707 3.384 -4.894
H: -0.624 2.222 -5.587
H: 0.595 0.820 -3.983


# 4
Computed, not measured: one molecule with the formula C4H8N2, with ωB97M-V with the def2-TZVPD basis set.

Results
- frontier orbital gap (hartree) = 0.381
- SMILES string = C/C=N/N1CC1
- net charge = 0

Atoms and positions in Å:
C: 2.424 0.106 -0.465
C: 0.808 0.262 -0.617
C: -1.945 0.283 1.107
C: -1.548 -0.678 0.076
H: 3.003 0.781 -1.323
H: 2.815 0.381 0.628
H: 2.878 -0.996 -0.891
H: 0.119 -0.007 -1.437
H: -3.044 0.677 1.227
H: -1.431 0.107 2.039
H: -2.261 -1.284 -0.670
H: -0.698 -1.282 0.226
N: 0.117 0.891 0.278
N: -1.236 0.759 -0.176


# 5
Computed, not measured: C37H44GeMnN8O2PS2Sb as an isolated structure, with ωB97M-V with the def2-TZVPD basis set.

Results
- frontier orbital gap (spin up / spin down) (hartree) = 0.279 / 0.288
- multiplicity = 2
- net charge = +2

Atoms and positions in Å:
Mn: -0.613 -0.526 0.612
C: -3.538 4.561 -2.139
C: -3.326 4.308 -0.671
O: -2.445 3.130 -0.540
P: -1.547 2.746 0.670
S: 0.384 2.430 -0.109
S: -2.087 1.098 1.625
O: -1.548 4.022 1.575
C: -0.925 4.111 2.902
C: 0.454 4.718 2.806
H: -4.159 5.449 -2.255
H: -4.043 3.719 -2.612
H: -2.588 4.734 -2.644
H: -4.257 4.067 -0.162
H: -2.855 5.151 -0.175
H: -0.904 3.117 3.344
H: -1.599 4.733 3.482
H: 1.155 4.048 2.304
H: 0.823 4.916 3.814
H: 0.424 5.662 2.262
N: 2.602 -3.993 -1.613
N: 1.516 -3.507 -0.954
N: 0.622 -4.302 -0.407
C: -0.153 -3.428 0.207
N: 0.279 -2.171 0.014
N: 1.357 -2.241 -0.741
H: 2.463 -4.961 -1.860
H: 2.904 -3.380 -2.359
H: -1.010 -3.718 0.794
C: -0.059 0.317 4.652
Sb: -0.038 -1.058 3.033
C: -1.974 -1.928 3.412
C: 1.088 -2.656 3.867
H: -0.009 -0.261 5.575
H: -0.995 0.872 4.619
H: 0.786 1.001 4.603
H: -2.031 -2.121 4.485
H: -2.105 -2.876 2.890
H: -2.777 -1.241 3.147
H: 0.562 -2.988 4.765
H: 2.082 -2.302 4.131
H: 1.176 -3.483 3.162
N: -9.869 -4.800 -0.840
C: -8.867 -4.253 -0.980
C: -7.598 -3.586 -1.137
C: -7.322 -2.435 -0.403
C: -6.089 -1.820 -0.527
C: -5.139 -2.367 -1.377
C: -5.409 -3.500 -2.126
C: -6.645 -4.109 -2.008
N: -3.841 -1.756 -1.465
C: -3.122 -1.483 -2.609
C: -1.963 -0.905 -2.203
N: -1.962 -0.815 -0.827
C: -3.109 -1.341 -0.416
H: -8.079 -2.019 0.248
H: -5.873 -0.907 0.015
H: -4.655 -3.911 -2.788
H: -6.874 -4.997 -2.580
H: -3.505 -1.695 -3.595
H: -1.149 -0.518 -2.792
H: -3.456 -1.420 0.605
C: 0.554 0.721 -0.083
Ge: 2.568 0.574 -0.693
C: 3.346 -0.212 0.917
C: 3.959 -1.466 0.914
C: 4.568 -1.955 2.064
C: 4.570 -1.196 3.227
C: 3.945 0.046 3.248
C: 3.335 0.534 2.099
C: 3.050 -0.335 -2.351
C: 4.387 -0.704 -2.481
C: 4.837 -1.315 -3.647
C: 3.955 -1.545 -4.696
C: 2.625 -1.152 -4.585
C: 2.174 -0.554 -3.414
C: 3.289 2.369 -0.979
C: 4.323 2.856 -0.181
C: 4.941 4.062 -0.495
C: 4.534 4.783 -1.607
C: 3.513 4.297 -2.417
C: 2.899 3.094 -2.108
H: 3.998 -2.048 -0.002
H: 5.055 -2.924 2.050
H: 5.067 -1.566 4.116
H: 3.966 0.648 4.150
H: 2.871 1.517 2.114
H: 5.089 -0.508 -1.675
H: 5.878 -1.598 -3.740
H: 4.308 -2.015 -5.606
H: 1.944 -1.304 -5.414
H: 1.136 -0.243 -3.336
H: 4.658 2.293 0.684
H: 5.746 4.433 0.129
H: 5.021 5.719 -1.853
H: 3.207 4.852 -3.296
H: 2.118 2.712 -2.760


# 6
Computed, not measured: one molecule with the formula C2H2N4O2, with ωB97M-V with the def2-TZVPD basis set.

Results
- frontier orbital gap (hartree) = 0.332
- SMILES string = O/N=c1/cnonn1
- net charge = 0

Atoms and positions in Å:
C: -0.042 -0.210 -0.280
C: 1.473 -0.283 0.002
H: -2.569 -0.846 -1.847
H: 2.091 -1.165 -0.494
N: -0.634 -0.826 -1.197
N: 1.837 0.790 0.762
N: -0.340 1.078 1.739
N: -0.858 0.331 0.803
O: -1.915 -0.430 -1.075
O: 0.956 1.560 1.588


# 7
Computed, not measured: a 2-piece molecular cluster, C2H6ClN3 overall, with ωB97M-V with the def2-TZVPD basis set.

Results
- frontier orbital gap (spin up / spin down) (hartree) = 0.266 / 0.263
- net charge = +2

Atoms and positions in Å:
C: -1.007 -0.390 0.957
C: 0.744 0.677 -1.731
N: -0.254 0.573 0.425
N: -1.484 -0.661 2.129
N: 1.739 -0.115 -1.852
Cl: 0.184 1.824 -2.591
H: -1.242 -1.190 0.360
H: 0.154 1.327 0.915
H: -2.171 -1.364 2.310
H: -1.368 -0.095 2.944
H: 2.360 -0.613 -1.241
H: 2.345 0.027 -2.625


# 8
Computed, not measured: C44H55N5O4S2SeSiW as an isolated structure, with ωB97M-V with the def2-TZVPD basis set.

Results
- frontier orbital gap (spin up / spin down) (hartree) = 0.219 / 0.219
- net charge = 0

Atoms and positions in Å:
W: -0.601 0.269 -0.123
C: -2.128 3.082 2.399
C: -1.612 2.072 3.411
C: -2.364 0.738 3.396
C: -0.095 1.900 3.432
C: 0.426 1.767 4.721
C: 1.785 1.752 4.973
C: 2.642 1.940 3.905
C: 2.167 2.062 2.601
C: 3.181 2.373 1.509
C: 3.776 3.769 1.711
C: 4.298 1.325 1.438
C: 0.799 1.951 2.350
N: 0.332 1.927 0.996
C: 0.406 3.122 0.295
O: 0.934 4.151 0.669
C: -0.301 2.969 -1.040
C: 0.070 3.547 -2.216
C: -0.030 2.999 -3.579
C: -0.165 1.718 -3.981
C: -0.437 0.668 -2.921
N: -1.390 2.163 -0.755
C: -0.462 -0.881 -2.984
O: -0.388 -1.531 -4.002
N: -0.606 -1.331 -1.688
C: -0.527 -2.749 -1.504
C: -1.637 -3.586 -1.285
C: -1.404 -4.952 -1.109
C: -0.139 -5.505 -1.159
C: 0.930 -4.674 -1.425
C: 0.749 -3.310 -1.612
C: 1.956 -2.477 -1.991
C: 2.461 -2.869 -3.382
C: 3.082 -2.558 -0.960
C: -3.116 -3.227 -1.221
C: -3.578 -3.110 0.235
C: -3.586 -2.078 -2.104
H: -3.170 3.320 2.616
H: -2.082 2.721 1.376
H: -1.547 4.004 2.450
H: -1.828 2.513 4.389
H: -2.238 0.186 2.450
H: -3.432 0.910 3.538
H: -2.012 0.098 4.207
H: -0.269 1.708 5.549
H: 2.164 1.651 5.981
H: 3.702 2.029 4.087
H: 2.655 2.378 0.550
H: 4.301 3.835 2.664
H: 2.992 4.525 1.689
H: 4.493 3.989 0.919
H: 4.946 1.370 2.312
H: 4.932 1.502 0.567
H: 3.895 0.313 1.374
H: 0.681 4.436 -2.095
H: 0.174 3.712 -4.370
H: -0.261 1.449 -5.023
H: -2.258 -5.596 -0.942
H: 0.004 -6.569 -1.028
H: 1.922 -5.094 -1.522
H: 1.635 -1.433 -2.039
H: 2.847 -3.889 -3.382
H: 3.268 -2.203 -3.693
H: 1.658 -2.802 -4.115
H: 3.392 -3.586 -0.783
H: 2.770 -2.123 -0.009
H: 3.960 -2.011 -1.310
H: -3.616 -4.121 -1.609
H: -3.080 -2.289 0.754
H: -3.355 -4.033 0.773
H: -4.654 -2.937 0.284
H: -3.362 -1.101 -1.676
H: -4.669 -2.142 -2.227
H: -3.130 -2.127 -3.092
O: -4.166 1.657 0.428
C: -4.463 2.283 -0.743
C: -5.690 2.933 -0.837
C: -6.083 3.523 -2.023
C: -5.264 3.457 -3.149
C: -4.041 2.822 -3.045
C: -3.620 2.256 -1.838
C: -2.249 1.740 -1.785
O: -2.206 -0.003 0.332
N: -1.839 0.945 -2.674
N: 0.616 0.786 -1.843
C: 1.834 0.690 -2.222
S: 2.379 0.568 -3.889
C: 4.063 1.089 -3.490
C: 4.497 0.425 -2.194
S: 3.099 0.468 -1.044
H: -3.334 1.090 0.336
H: -6.322 2.944 0.040
H: -7.037 4.030 -2.074
H: -5.571 3.899 -4.085
H: -3.373 2.764 -3.893
H: 4.068 2.173 -3.389
H: 4.690 0.804 -4.333
H: 5.310 0.981 -1.731
H: 4.801 -0.611 -2.338
C: -0.259 -4.011 2.499
Si: 0.891 -2.660 3.018
C: 2.682 -3.126 2.957
C: 0.428 -1.718 4.541
Se: 0.641 -1.123 1.264
H: -0.154 -4.884 3.148
H: -0.045 -4.312 1.472
H: -1.292 -3.664 2.541
H: 2.970 -3.555 3.918
H: 3.309 -2.254 2.773
H: 2.873 -3.862 2.177
H: 0.831 -2.203 5.431
H: -0.655 -1.654 4.639
H: 0.824 -0.702 4.492